ORCA calculation (ωB97M-V with the def2-TZVPD basis set) on C52H54AsCdN7O2S2 as an isolated structure.

Energy above the lowest of the compared OMol25 structures with the same formula, charge and spin, kJ/mol: 61.0
LUMO level, eV: 0.38
Orbital gap, eV: 7.195

The geometry in XYZ format:
```
119
C52H54AsCdN7O2S2 | the Open Molecules 2025 dataset | ωB97M-V with the def2-TZVPD basis set
Cd 0.150 0.103 -0.596
As 1.945 1.810 -2.751
S -4.195 -0.272 0.887
S -1.231 -0.469 1.487
O -0.521 -7.590 -3.016
O 1.755 -1.789 0.471
N 0.349 -1.899 -2.115
N -2.335 -0.496 -0.911
N -0.933 -6.196 -4.749
N 1.537 1.507 1.409
N -0.643 -5.367 -2.581
N 3.478 -0.943 1.659
N 0.449 1.927 -1.710
C 1.177 -1.734 -3.136
C -3.654 -0.544 -2.979
C 3.485 2.173 2.608
C -4.662 -0.274 -0.795
C 1.760 3.986 -5.528
C -0.052 -4.139 -2.850
C 3.835 6.212 -3.329
C -3.122 -3.064 -6.521
C -0.691 -6.465 -3.430
C 1.463 1.151 -4.595
C -2.434 3.895 -0.571
C 4.451 7.570 -3.477
C 2.838 1.389 1.658
C -2.617 -4.428 -4.592
C -1.482 2.905 -0.666
C 1.419 -2.719 -4.079
C -3.930 -1.980 -7.171
C 3.159 5.649 -4.397
C -5.919 -0.153 -1.357
C -1.408 -4.761 -6.633
C 0.801 -1.108 -8.220
C -1.370 5.087 -2.333
C 3.968 0.997 -5.017
C 2.753 3.131 3.290
C 0.797 -3.942 -3.940
C 2.602 3.677 -3.125
C 2.307 -0.007 -6.544
C 1.028 -0.320 -6.965
C -3.342 -3.419 -5.195
C -3.513 -0.440 -1.598
C 3.372 3.512 -0.737
C -0.033 0.131 -6.197
C 3.564 0.298 0.910
C 2.539 0.698 -5.370
C 0.163 0.864 -5.036
C -0.248 -3.069 -1.970
C 2.423 -2.939 2.479
C -2.396 4.998 -1.409
C -4.908 -0.397 -3.536
C 2.486 -1.839 1.443
C -0.419 4.095 -2.435
C 1.403 3.263 3.013
C -2.143 -3.752 -7.227
C -2.507 -0.428 0.379
C -1.041 1.388 -4.317
C 0.838 2.415 2.073
C -0.443 2.954 -1.614
C -6.029 -0.193 -2.736
C 3.881 5.496 -2.146
C 3.289 4.246 -2.044
C 2.535 4.411 -4.315
C -1.640 -5.112 -5.307
H 4.934 7.893 -2.558
H 3.889 2.557 -0.874
H 3.902 4.101 0.008
H -1.311 5.936 -3.000
H -1.964 -3.511 -8.264
H 3.681 8.297 -3.736
H 4.097 1.144 -3.942
H -3.225 3.803 0.162
H 0.928 3.341 -5.265
H 2.369 3.297 -0.366
H 0.157 -0.560 -8.907
H 5.192 7.569 -4.277
H 3.149 -0.320 -7.143
H -2.835 -4.703 -3.572
H 2.394 3.447 -6.234
H 0.318 -2.059 -7.993
H 3.074 0.138 -0.061
H -7.001 -0.093 -3.199
H 0.801 4.003 3.516
H -5.029 -0.436 -4.609
H 3.975 -0.976 2.537
H -4.022 -2.146 -8.244
H -0.974 2.466 -4.165
H 3.101 6.199 -5.326
H 1.532 -3.537 2.312
H 3.227 3.754 4.035
H 1.000 -4.744 -4.631
H -1.145 0.925 -3.335
H 1.749 -1.302 -8.718
H 4.299 1.907 -5.517
H -0.663 -5.293 -7.206
H -0.792 -6.992 -5.357
H 4.610 0.183 -5.343
H 4.539 2.050 2.809
H 1.684 -0.781 -3.199
H -1.945 1.183 -4.887
H -0.219 2.463 1.844
H 2.381 -2.512 3.478
H 4.381 5.918 -1.285
H 0.358 4.195 -3.175
H 3.303 -3.576 2.402
H -2.784 -0.749 -3.583
H -4.929 -1.931 -6.739
H 2.101 -2.528 -4.891
H -3.155 5.764 -1.352
H 4.615 0.562 0.770
H 1.374 4.872 -6.031
H -4.111 -2.918 -4.626
H -1.042 -0.088 -6.515
H -1.538 2.043 -0.007
H -3.456 -1.008 -7.024
H -0.893 -3.176 -1.107
H -6.792 -0.032 -0.735
H -0.732 -5.606 -1.603
```